C14H47O17P3 | ωB97M-V with the def2-TZVPD basis set

Values from the calculation:
Molar mass: 580.4 g/mol
DFT total energy: -77954.60421 eV
Energy above the lowest of the compared OMol25 structures with the same formula, charge and spin: 4.419 eV
Total charge: 0
Structure (SMILES): COP(=O)(OC)OC.COP(=O)(OC)OC.COP(=O)(OC)OC.CO.CO.CO.CO.CO
Gap between HOMO and LUMO: 10.19 eV
Spin multiplicity: 1

The geometry in XYZ format:
```
81
C14H47O17P3 ωB97M-V with the def2-TZVPD basis set
C -6.6603 -6.1786 6.0673
O -6.4957 -4.9693 5.2645
P -5.2173 -5.0208 4.2244
O -3.9644 -5.0210 4.9735
O -5.4844 -6.3832 3.3541
C -6.6881 -6.6187 2.6169
O -5.4458 -3.8100 3.2244
C -5.1049 -2.4890 3.4460
H -6.5686 -7.1657 5.6143
H -7.7475 -6.1248 6.0115
H -6.5340 -6.0524 7.1426
H -7.3744 -7.1092 3.3072
H -6.7044 -7.4779 1.9464
H -7.1471 -5.7406 2.1627
H -4.2774 -2.3266 4.1366
H -5.9745 -1.9051 3.7477
H -4.7868 -2.0745 2.4894
C 8.3812 -0.4282 -4.6231
O 7.1587 -0.6906 -5.2442
P 6.1587 0.5395 -5.4292
O 6.6213 1.8885 -5.3469
O 5.3969 0.0693 -6.7933
C 6.1824 0.0646 -8.0198
O 5.1142 0.1966 -4.2910
C 3.8126 0.8014 -4.3408
H 8.4898 -0.9401 -3.6669
H 8.5660 0.6446 -4.5685
H 9.2397 -0.7017 -5.2365
H 5.8372 -0.8418 -8.5174
H 7.2406 -0.0867 -7.8067
H 6.0066 0.8659 -8.7374
H 3.6280 1.3847 -5.2430
H 3.5806 1.5117 -3.5473
H 3.0669 0.0093 -4.4091
C -0.3803 5.9237 -2.5712
O 0.6008 6.6471 -1.9045
P 0.1015 7.7748 -0.8058
O -0.8104 8.8361 -1.3690
O -0.4889 6.8811 0.4550
C -1.8390 6.3984 0.4958
O 1.5580 8.2852 -0.2485
C 2.3051 7.4091 0.5039
H 0.2682 5.3198 -3.2059
H -0.8935 6.6503 -3.2011
H -1.0021 5.2102 -2.0304
H -1.7966 5.3743 0.1248
H -2.5310 7.0453 -0.0434
H -2.1769 6.5086 1.5262
H 3.2969 7.3553 0.0550
H 2.1104 6.3402 0.4167
H 2.4591 7.7152 1.5387
C -0.0143 0.1886 1.0981
O -0.7101 1.1476 1.8658
H -0.0760 0.2227 0.0103
H 1.0402 0.3720 1.3040
H -0.4038 -0.7513 1.4890
H -0.0782 1.4432 2.5254
C 0.2212 -5.2320 -2.2929
O 0.6169 -4.6572 -3.5414
H 0.5373 -4.7301 -1.3784
H -0.8543 -5.1258 -2.1511
H 0.4322 -6.3011 -2.2676
H 1.5259 -4.8562 -3.7773
C 1.5964 -3.1696 5.3625
O 0.8512 -3.9794 6.3030
H 0.9076 -2.9320 4.5518
H 1.7162 -2.1796 5.8025
H 2.6178 -3.3738 5.0413
H -0.0267 -4.1265 5.9435
C 1.6572 4.1630 5.2026
O 1.7908 2.8030 4.8068
H 1.3067 4.2591 6.2302
H 2.6318 4.6318 5.0666
H 1.0559 4.7820 4.5367
H 2.4973 2.3644 5.2864
C -4.2437 -1.3000 -3.1617
O -3.6358 -1.9775 -4.2697
H -3.4692 -0.7706 -2.6067
H -4.9300 -0.6087 -3.6508
H -4.9544 -2.0035 -2.7279
H -2.6932 -1.7971 -4.2457
```